[1]
Here is a molecular structure, C27H35AsFeN4O7 from OMol25. Energies are from ωB97M-V with the def2-TZVPD basis set.

XYZ file:
```
75
C27H35AsFeN4O7 | OMol25 | ωB97M-V with the def2-TZVPD basis set
O -3.515 1.182 -1.864
H -4.128 1.831 -2.241
Fe -0.097 -0.602 0.263
N 1.356 -0.395 -0.971
N -0.908 -1.324 -1.261
N 0.741 0.466 1.562
N -1.588 0.092 1.130
O 2.468 0.277 -0.780
O 2.091 0.552 1.701
O -2.855 -0.073 0.668
O -2.193 -1.474 -1.409
C -0.051 -1.702 -2.266
C 1.276 -1.228 -2.053
C -0.018 0.981 2.557
C -1.402 0.766 2.292
C 2.501 -1.682 -2.769
H 3.038 -2.419 -2.154
H 3.194 -0.860 -2.986
H 2.251 -2.168 -3.720
C -0.529 -2.508 -3.419
H -1.224 -1.904 -4.021
H -1.048 -3.429 -3.110
H 0.303 -2.798 -4.074
C 0.533 1.588 3.789
C -2.493 1.140 3.217
H 1.542 1.986 3.624
H 0.586 0.839 4.593
H -0.122 2.395 4.147
H -3.479 0.827 2.852
H -2.482 2.228 3.372
H -2.309 0.681 4.200
H 2.383 0.502 0.688
H -2.734 -0.609 -0.216
C -2.214 1.778 -1.883
H -1.558 1.063 -2.388
H -1.903 1.987 -0.850
H -2.194 2.729 -2.445
O 1.541 3.074 -1.521
H 0.980 3.425 -0.808
H 1.690 2.128 -1.270
O 0.268 -2.386 1.182
As 1.617 -3.075 1.958
C 0.890 -4.783 2.424
C 1.373 -5.385 3.591
C 0.882 -6.638 3.958
C -0.083 -7.266 3.165
C -0.558 -6.657 1.999
C -0.073 -5.400 1.620
C 3.041 -3.334 0.667
C 4.079 -2.408 0.529
C 5.181 -2.725 -0.271
C 5.200 -3.924 -0.992
C 4.137 -4.831 -0.882
C 3.054 -4.538 -0.047
C 1.942 -2.084 3.588
C 0.928 -1.979 4.546
C 1.216 -1.379 5.782
C 2.506 -0.888 6.036
C 3.507 -0.995 5.067
C 3.229 -1.606 3.843
H 2.135 -4.873 4.182
H 1.285 -7.120 4.850
H -0.452 -8.249 3.450
H -1.290 -7.160 1.367
H -0.424 -4.916 0.706
H 4.046 -1.458 1.063
H 6.026 -2.030 -0.322
H 6.063 -4.168 -1.620
H 4.164 -5.783 -1.421
H 2.235 -5.251 0.075
H -0.067 -2.384 4.347
H 0.444 -1.322 6.555
H 2.738 -0.429 7.003
H 4.522 -0.621 5.253
H 4.004 -1.749 3.089
```

Computed properties:
Energy relative to the best compared isomer or geometry (same formula, charge and spin) (kcal per mole): 0.0
Electronic energy (a.u.): -5294.55897
Kohn-Sham gap (spin up / spin down) (eV): 5.567 / 7.207
Charge: +1
Multiplicity: 6
HOMO (spin up / spin down) (eV): -9.2253 / -11.6571

Results of the Mulliken charge analysis, in e, for atoms 1 through 4:
1. O -0.4936
2. H 0.3185
3. Fe -2.4662
4. N 1.5518



[2]
Here is a molecular structure, C9H16N2O6PdS2 from OMol25. Energies are from ωB97M-V with the def2-TZVPD basis set.

XYZ file:
```
36
C9H16N2O6PdS2 | OMol25 | ωB97M-V with the def2-TZVPD basis set
Pd -0.416 0.281 -0.428
C 1.309 0.425 3.927
C 0.947 0.473 2.468
N -0.242 0.466 1.987
O -1.357 0.373 2.753
C 2.028 0.565 1.499
C 3.489 0.634 1.857
N 1.698 0.582 0.250
O 2.439 0.689 -0.747
H 0.446 0.325 4.585
H 1.827 1.344 4.197
H 1.972 -0.417 4.111
H -1.152 0.258 3.700
H 3.670 0.601 2.924
H 3.918 1.548 1.446
H 4.001 -0.199 1.374
C -1.536 -3.654 0.261
C -1.093 -2.214 0.121
O 0.017 -1.857 0.557
O -1.868 -1.401 -0.447
H -0.660 -4.295 0.299
H -2.179 -3.925 -0.572
H -2.096 -3.754 1.188
C -0.392 0.524 -5.638
O 0.250 -0.360 -4.738
C 0.015 -0.206 -3.451
S -1.041 0.972 -2.851
S 0.793 -1.228 -2.375
H -0.034 0.255 -6.630
H -0.133 1.559 -5.400
H -1.478 0.412 -5.572
C -2.665 2.235 -0.128
O -1.301 2.204 -0.128
H -3.004 3.279 -0.006
H -3.091 1.631 0.692
H -3.082 1.873 -1.088
```

Computed properties:
Electronic energy (a.u.): -1837.48053
Kohn-Sham gap (spin up / spin down) (eV): 8.223 / 6.365
Multiplicity: 5
HOMO (spin up / spin down) (eV): -8.1070 / -8.3289

Results of the natural (NBO) charge analysis, in e, for atoms 1 through 4:
1. Pd 1.1118
2. C -0.6706
3. C 0.1822
4. N -0.0866